{"formula": "C2H4O2P", "method": "the ωB97M-V functional and the def2-TZVPD basis", "spin_multiplicity": 1, "homo_ev": -4.41, "fmax_ev_per_a": 6.43, "smiles": "C=C[P@@H](=O)[O-]", "de_lowest_kcal_mol": 12.1, "charge": -1, "symbols": ["C", "C", "P", "O", "O", "H", "H", "H", "H"], "positions_angstrom": [[1.3149, -0.3949, -0.7163], [0.7817, 0.3059, 0.3440], [-1.3018, 0.0491, 0.4438], [-1.8865, 0.9498, -0.6044], [-1.5598, -1.3936, 0.4585], [2.3630, -0.1596, -1.2149], [0.6605, -1.0537, -1.2410], [1.1322, 1.1274, 0.8260], [-1.5042, 0.5696, 1.7043]]}